A structure of composition C69H77AuGe2N4S4 in a non-equilibrium geometry, computed with wB97M-V/def2-TZVPD.

Properties
Orbital gap   6.582 eV
Multiplicity   1
Energy above the lowest of the compared OMol25 structures with the same formula, charge and spin   0.0 kcal per mole
E_HOMO   -7.9 eV

```
157
Properties=species:S:1:pos:R:3:forces:R:3
Au -0.1309 -0.4972 0.0078 -0.883 0.419 -1.013
C 1.9272 -0.8356 -3.9513 0.072 -0.199 0.005
C 1.8479 -2.1549 -3.1692 0.028 0.187 0.148
C 2.7787 -2.3088 -1.9810 0.098 0.286 -0.053
C 3.6091 -3.4212 -1.9332 0.129 0.064 -0.103
C 4.5162 -3.6069 -0.9030 0.064 -0.018 0.022
C 4.6268 -2.6519 0.0900 0.015 -0.065 -0.062
C 3.8284 -1.5125 0.0887 -0.369 0.007 0.032
C 4.0134 -0.5229 1.2156 0.171 0.137 -0.162
C 5.2946 0.3043 1.0606 -0.025 -0.022 -0.012
C 2.8740 -1.3616 -0.9379 0.491 -0.392 -0.259
N 1.9428 -0.3027 -0.9060 -0.961 -0.138 0.955
C 2.2509 0.9511 -0.9584 0.210 -0.121 -0.303
C 1.2937 1.9439 -0.6910 -0.005 0.281 0.115
C 1.3402 3.3417 -0.7423 0.051 -0.026 -0.032
C 0.1030 3.7905 -0.2855 -0.096 -0.047 0.064
C -0.6529 2.6521 0.0350 0.121 0.066 0.007
N 0.0662 1.5535 -0.2111 -0.151 -0.339 -0.113
H 1.3369 -0.9226 -4.8675 0.055 0.009 0.058
H 2.9579 -0.6036 -4.2354 -0.061 -0.002 0.035
H 1.5245 -0.0030 -3.3824 -0.002 0.064 0.001
H 2.0773 -2.9671 -3.8615 -0.042 -0.065 0.050
H 0.8204 -2.3077 -2.8377 -0.183 -0.036 0.087
H 3.5545 -4.1520 -2.7334 0.005 0.074 0.052
H 5.1464 -4.4890 -0.8850 -0.048 0.036 0.008
H 5.3375 -2.7928 0.8987 -0.025 0.036 -0.042
H 4.0675 -1.0807 2.1535 -0.077 0.014 0.011
H 3.1555 0.1374 1.2992 0.022 -0.032 -0.021
H 6.1801 -0.3321 1.1156 0.001 0.039 -0.033
H 5.3649 1.0566 1.8501 0.023 -0.047 -0.033
H 5.3212 0.8213 0.0975 -0.009 -0.019 0.046
H 3.2556 1.2559 -1.2492 0.049 -0.094 0.029
H 2.1787 3.9352 -1.0787 -0.069 -0.031 0.045
H -0.2350 4.8118 -0.1920 0.047 -0.070 -0.017
H -1.6575 2.5885 0.4274 0.075 0.030 -0.068
C -5.2279 -3.6772 -5.6448 -0.028 0.260 0.071
C -5.5369 -3.1543 -4.2651 -0.069 0.028 -0.076
C -6.1466 -3.9557 -3.3080 -0.056 0.046 -0.013
C -6.4488 -3.4725 -2.0409 -0.095 0.066 -0.005
C -7.0785 -4.3748 -1.0092 0.025 0.053 -0.050
C -6.1397 -2.1431 -1.7279 -0.130 0.049 -0.131
C -5.5217 -1.3178 -2.6769 -0.075 0.011 0.083
C -5.1729 0.1171 -2.3644 0.040 -0.080 0.006
C -5.2248 -1.8435 -3.9289 0.067 -0.011 -0.031
C -6.5818 -1.5761 -0.4175 -0.042 0.041 -0.061
C -7.9412 -1.2947 -0.2795 0.003 -0.052 0.008
C -8.4385 -0.7346 0.8838 0.027 0.001 -0.001
C -7.5699 -0.4232 1.9177 0.017 -0.028 -0.013
C -6.2030 -0.6684 1.8011 -0.102 0.087 -0.039
C -5.7104 -1.2696 0.6326 0.431 0.144 0.085
Ge -3.7856 -1.6897 0.4971 0.149 -0.845 0.063
S -2.5006 0.0861 0.3512 1.130 -0.299 -0.017
S -2.9915 -2.9762 2.1897 0.005 0.029 -0.197
Ge -1.8114 -3.8553 0.4751 -0.308 0.087 -0.042
S 0.1090 -2.8229 0.2191 0.014 0.532 -0.059
S -3.2507 -3.1732 -1.1226 0.091 0.228 0.558
C -1.4535 -5.7954 0.5730 0.064 0.325 0.173
C -1.4655 -6.5436 -0.6097 0.073 0.008 -0.014
C -1.2290 -7.9153 -0.5607 0.008 0.012 -0.046
C -0.9508 -8.5399 0.6430 0.014 -0.011 0.021
C -0.8897 -7.7898 1.8062 -0.034 0.039 0.002
C -1.1401 -6.4170 1.7919 -0.027 -0.124 -0.101
C -1.0399 -5.7180 3.1121 0.038 0.026 0.019
C 0.1628 -5.1346 3.5207 -0.061 -0.038 -0.081
C 1.3823 -5.0720 2.6331 -0.018 0.055 0.083
C 0.2628 -4.6449 4.8249 0.005 0.040 0.007
C -0.7841 -4.7439 5.7243 0.028 0.030 0.055
C -0.6276 -4.3200 7.1623 -0.022 0.017 -0.100
C -1.9798 -5.3125 5.2915 -0.048 0.010 -0.004
C -2.1238 -5.8051 4.0057 0.028 -0.025 -0.040
C -3.4072 -6.4772 3.5898 0.038 0.068 -0.005
C -1.6504 -5.9095 -1.9509 -0.010 -0.096 -0.172
C -2.9028 -5.8934 -2.5709 0.087 -0.113 0.048
C -4.1387 -6.4111 -1.8784 0.062 0.008 -0.107
C -3.0121 -5.3785 -3.8603 -0.048 -0.089 -0.050
C -1.9113 -4.8853 -4.5430 -0.030 -0.020 -0.014
C -2.0397 -4.3534 -5.9481 0.250 -0.133 -0.003
C -0.6733 -4.9062 -3.9076 0.016 0.044 -0.013
C -0.5185 -5.4212 -2.6288 0.001 -0.038 0.123
C 0.8531 -5.4970 -2.0031 -0.098 -0.062 -0.065
C -5.3536 -0.2026 2.9443 0.077 0.051 0.026
C -4.8237 1.0958 2.9430 -0.093 -0.096 -0.001
C -4.9571 2.0262 1.7604 0.087 -0.046 0.108
C -4.2053 1.5673 4.1005 -0.080 -0.019 -0.031
C -4.1170 0.7965 5.2497 -0.227 0.164 0.093
C -3.5817 1.3822 6.5330 -0.128 -0.072 0.055
C -4.6170 -0.5011 5.2191 -0.068 0.020 -0.052
C -5.2436 -1.0092 4.0891 -0.047 -0.007 -0.028
C -5.8847 -2.3745 4.1299 0.071 0.048 0.020
H -5.5767 -4.7031 -5.7684 -0.007 0.003 -0.025
H -4.1517 -3.6539 -5.8331 -0.642 0.185 0.113
H -5.7080 -3.0602 -6.4072 -0.037 -0.019 0.000
H -6.3952 -4.9845 -3.5556 0.002 0.055 0.021
H -7.1901 -5.3893 -1.3934 0.013 0.034 0.006
H -8.0648 -4.0133 -0.7119 0.027 -0.027 0.019
H -6.4604 -4.4117 -0.1063 -0.024 -0.013 -0.030
H -5.9182 0.5786 -1.7152 0.005 0.014 -0.022
H -5.0997 0.7046 -3.2802 0.009 -0.030 0.014
H -4.2064 0.1810 -1.8514 -0.085 0.029 -0.078
H -4.7408 -1.2100 -4.6690 -0.052 -0.012 0.069
H -8.6041 -1.5165 -1.1090 0.025 -0.001 0.036
H -9.4976 -0.5244 0.9782 0.042 -0.004 -0.002
H -7.9402 0.0367 2.8273 0.000 -0.003 -0.027
H -1.2473 -8.4814 -1.4864 -0.008 0.021 0.052
H -0.7674 -9.6084 0.6737 0.010 0.063 -0.003
H -0.6396 -8.2601 2.7518 -0.031 0.003 -0.050
H 1.2127 -5.5391 1.6647 0.019 0.015 -0.002
H 2.2223 -5.5776 3.1169 -0.029 -0.014 -0.029
H 1.6752 -4.0351 2.4550 -0.031 -0.028 -0.011
H 1.2048 -4.2054 5.1466 -0.054 -0.033 -0.022
H 0.2858 -3.7424 7.3092 -0.028 0.021 0.001
H -0.5737 -5.1996 7.8085 0.000 0.043 0.016
H -1.4799 -3.7228 7.4927 0.032 0.020 0.009
H -2.8114 -5.3938 5.9872 0.034 -0.003 -0.050
H -4.1653 -6.3810 4.3682 0.040 0.000 -0.022
H -3.2421 -7.5403 3.3964 -0.044 0.040 -0.001
H -3.8006 -6.0356 2.6720 -0.003 0.003 -0.007
H -3.9227 -6.7734 -0.8757 -0.015 -0.014 0.014
H -4.5911 -7.2277 -2.4492 0.023 0.031 0.022
H -4.8711 -5.6071 -1.8005 0.050 -0.073 0.036
H -3.9880 -5.3668 -4.3404 0.228 -0.117 0.136
H -2.9472 -4.7254 -6.4248 0.371 -0.109 -0.067
H -1.1842 -4.6518 -6.5562 0.015 0.015 0.022
H -2.0790 -3.2601 -5.9496 0.016 -0.025 -0.024
H 0.1995 -4.5259 -4.4327 -0.044 -0.065 0.026
H 1.6201 -5.2162 -2.7262 -0.110 -0.031 0.049
H 1.0662 -6.5088 -1.6514 0.011 -0.002 -0.015
H 0.9379 -4.8268 -1.1433 0.040 -0.068 -0.116
H -5.6318 1.6333 1.0039 -0.024 -0.006 -0.034
H -3.9845 2.1830 1.2862 -0.082 0.007 0.050
H -5.3327 2.9979 2.0859 -0.007 -0.009 -0.009
H -3.8111 2.5812 4.1068 -0.039 -0.049 0.004
H -3.0146 2.2956 6.3488 -0.013 -0.005 0.031
H -2.9446 0.6742 7.0699 -0.147 0.174 -0.033
H -4.4097 1.6362 7.1996 0.019 0.024 -0.023
H -4.5478 -1.1224 6.1089 -0.045 0.028 -0.047
H -5.4804 -2.9688 4.9510 -0.012 0.038 -0.030
H -5.7211 -2.9215 3.2018 -0.005 -0.011 0.007
H -6.9647 -2.2801 4.2729 0.018 -0.028 -0.007
N 1.0975 -0.3228 2.1148 0.152 0.068 0.811
C 0.6826 0.1231 3.1016 0.203 0.055 0.101
N 0.2132 0.6690 4.2028 -0.172 0.099 -0.108
C -1.1803 0.3948 4.5900 0.069 -0.113 -0.036
C -1.2164 -0.6479 5.6962 0.127 -0.017 0.138
C -0.3553 -0.1871 6.8768 0.111 -0.132 -0.178
C 1.0863 0.0454 6.4121 -0.115 0.060 0.032
C 1.1091 1.0772 5.2881 -0.035 -0.214 0.034
H -1.7389 0.0704 3.7118 0.057 0.020 -0.052
H -1.6124 1.3366 4.9354 0.130 -0.025 -0.066
H -0.8222 -1.5868 5.2964 -0.052 -0.090 0.003
H -2.2507 -0.8255 5.9983 0.269 -0.112 -0.103
H -0.3830 -0.9261 7.6785 0.015 -0.016 0.036
H -0.7579 0.7485 7.2821 0.035 -0.026 0.021
H 1.5060 -0.8954 6.0426 0.025 0.007 0.007
H 1.7176 0.3904 7.2337 -0.010 0.003 0.007
H 2.1103 1.2215 4.8895 0.019 0.010 -0.078
H 0.7476 2.0381 5.6641 0.013 0.051 -0.021
```
Positions in Å, forces in eV/Å.